Formula: C34H39CrN2O4
Source: OMol25
Level of theory: ωB97M-V/def2-TZVPD

Geometry (Å):
O -0.409804 -0.345357 -7.012882
C -0.519233 0.980574 -7.666544
C -0.681105 0.432708 -9.079649
H 0.402661 1.563997 -7.511079
H -1.403648 1.534894 -7.305255
C -0.525119 -0.924585 -8.344851
H 0.122175 0.709471 -9.771622
H -1.677934 0.609154 -9.506026
C 0.719623 -1.686442 -8.748481
H 1.609725 -1.054956 -8.691377
H 0.618678 -2.043994 -9.780362
H 0.848734 -2.562700 -8.108316
C -1.761975 -1.779399 -8.470275
H -2.651624 -1.203913 -8.200898
H -1.676595 -2.657172 -7.825422
H -1.873663 -2.125058 -9.504411
Cr -1.050723 -1.023273 1.210311
C -3.310663 -0.785295 1.769657
C -2.814819 0.549322 1.827705
C -2.163050 0.845760 0.584050
H -3.009556 1.266271 2.616576
C -2.364810 -0.282874 -0.288962
C -3.049983 -1.320138 0.463460
H -3.401618 -2.288821 0.107767
H -3.873678 -1.282760 2.551419
H -1.711074 1.796511 0.314304
H -2.125359 -0.281878 -1.345764
C 0.427874 -2.641751 1.876020
C -0.537994 -3.164022 0.948689
C -0.387832 -2.446569 -0.289567
H -1.178524 -4.028014 1.113175
C 0.600969 -1.413211 -0.101466
C 1.116832 -1.558201 1.234688
H 1.956879 -1.003726 1.641117
H 0.673652 -3.069408 2.843785
H -0.847941 -2.703573 -1.238358
H 0.942412 -0.701273 -0.851963
O 0.664122 0.318974 -3.291686
C -0.503158 -0.353647 -3.833822
C -1.368249 0.700522 -4.555627
H -1.092338 -0.760118 -2.990128
H -0.194043 -1.175520 -4.487008
C -0.452492 1.935232 -4.602071
H -2.195149 0.896193 -3.865271
H -1.739431 0.389037 -5.526043
C 0.282744 1.734103 -3.281136
H -1.002707 2.871180 -4.720819
H 0.262252 1.825170 -5.425915
H -0.450344 1.947268 -2.479749
H 1.173364 2.347101 -3.153620
O -2.165034 -1.264097 4.469088
C -1.199920 -0.517779 4.349937
N -0.610131 0.200031 5.387759
C 0.709789 0.643449 5.042429
C 0.602307 0.528715 3.506603
O 1.364795 1.062107 2.691220
N -0.485491 -0.235569 3.183487
C 0.924364 2.052627 5.607614
C 1.229148 3.132384 4.787340
C 1.429483 4.398484 5.344648
C 1.295594 4.590319 6.719416
C 0.984040 3.503043 7.546592
C 0.801049 2.230770 6.992381
C 1.773495 -0.344296 5.552395
C 2.978575 0.097418 6.114897
C 3.910509 -0.827704 6.604450
C 3.653768 -2.196953 6.506433
C 2.473040 -2.642502 5.904204
C 1.534772 -1.717392 5.433829
H -0.898443 -0.043202 6.335927
H 1.349529 2.969982 3.718199
H 1.696998 5.216821 4.682790
H 1.448582 5.577804 7.157178
H 0.891143 3.622770 8.626691
H 0.596947 1.374801 7.643852
H 3.193171 1.168313 6.161881
H 4.840521 -0.463520 7.048733
H 4.381830 -2.918294 6.881032
H 2.268563 -3.708349 5.781336
H 0.610562 -2.075990 4.971363

Atoms 1-3, force components in eV/Å:
O -0.05 1.15 -1.75
C 0.08 0.54 0.73
C 0.06 -0.21 0.76

The calculation puts the energy above the lowest of the compared OMol25 structures with the same formula, charge and spin at 0.000 eV. Its total charge is 0. The frontier orbital gap (spin up / spin down) comes out at 7.65 / 8.61 eV. The value obtained for the molar mass is 591.7 g mol⁻¹. The HOMO energy (spin up / spin down) is -7.28 / -8.33 eV. The calculation puts the total energy at -75481.0340 eV. The spin multiplicity is 4.

Löwdin atomic charge list, values in e, 2 entries: -0.110 -0.165